# 1
One molecule with the formula C2H3OPS in a non-equilibrium geometry. Source: OMol25; level of theory: the ωB97M-V functional and the def2-TZVPD basis.

Positions of all 8 atoms, in Å:
C (-0.1390, 0.9875, 0.1232)
C (-0.5860, -0.4576, -0.0656)
O (0.5530, -1.2891, 0.2872)
P (1.3889, 1.4830, -0.1921)
S (1.9881, -0.6974, -0.2432)
H (-0.9826, 1.6969, 0.4492)
H (-1.3861, -0.9267, 0.6944)
H (-0.8363, -0.7966, -1.0532)

Force components x, y, z for each atom (eV/Å):
-6.97 -1.66 1.18
-0.39 -0.32 2.69
1.20 -0.41 -0.59
4.82 0.37 -1.37
-1.26 1.18 0.84
1.61 -1.06 -0.26
1.37 1.70 -1.68
-0.38 0.21 -0.80

Calculated values
largest force on an atom = 0.14115 Eh/bohr
total energy = -892.62348 Ha
orbital gap (spin up / spin down) = 6.575 / 6.802 eV
total charge = 0
⟨S²⟩ = 2.0129
2S+1 = 3
E_HOMO (spin up / spin down) = -6.029 / -9.331 eV


# 2
One molecule with the formula C3HClN2O2 in a non-equilibrium geometry. Source: OMol25; level of theory: the ωB97M-V functional and the def2-TZVPD basis.

Positions of all 9 atoms, in Å:
O (0.9897, 1.0919, 2.2430)
C (0.3107, 0.4657, 1.4217)
N (-1.1117, 0.3435, 1.7087)
C (-1.7015, -0.1764, 0.6424)
N (-1.2780, -0.5080, -0.5585)
C (0.0035, -0.3302, -0.7480)
Cl (0.7357, -0.3135, -2.1714)
O (0.9188, -0.2370, 0.2840)
H (-2.7226, -0.1119, 0.7500)

Force components x, y, z for each atom (eV/Å):
-1.05 -2.27 -3.65
0.62 1.64 4.90
2.40 -1.28 -3.67
-0.02 1.88 3.75
2.93 0.40 -2.71
-1.14 -1.25 3.73
1.01 -0.16 -2.72
-2.23 1.74 0.29
-2.51 -0.69 0.09

Calculated values
largest force on an atom = 0.10124 Eh/bohr
total energy = -835.05983 Ha
orbital gap = 9.561 eV
total charge = 0
E_HOMO = -10.706 eV


# 3
C6H12ClNaO10 as an isolated structure in a non-equilibrium geometry. Source: OMol25; level of theory: the ωB97M-V functional and the def2-TZVPD basis.

Positions of all 30 atoms, in Å:
Na (-1.3940, -0.5025, -1.7122)
Cl (-3.6352, 1.3575, -0.1783)
O (-3.3119, 1.5378, 1.2018)
O (-4.7568, 2.1574, -0.5772)
O (-2.4608, 1.6883, -0.9610)
O (-3.9481, -0.0414, -0.5018)
C (-1.1107, -0.6804, 2.6845)
O (0.0863, -1.2063, 2.0973)
C (-0.0301, -1.8146, 0.9306)
O (-1.0369, -1.8438, 0.2706)
O (1.1312, -2.3917, 0.6750)
C (1.3149, -3.0895, -0.5615)
H (-2.0215, -1.1529, 2.3296)
H (-1.1067, 0.3861, 2.4497)
H (-1.0525, -0.7370, 3.7693)
H (0.4357, -3.7275, -0.6967)
H (2.1031, -3.8125, -0.3675)
H (1.5180, -2.3935, -1.3676)
C (0.9159, 2.4756, 1.1113)
O (1.9561, 2.0496, 0.2531)
C (1.5906, 1.2964, -0.7643)
O (0.5207, 0.7700, -0.9017)
O (2.6292, 1.2301, -1.5862)
C (2.4811, 0.3548, -2.7032)
H (0.1283, 3.0591, 0.6201)
H (1.3055, 3.0879, 1.9161)
H (0.3545, 1.6155, 1.4855)
H (2.5330, -0.6592, -2.2995)
H (3.3175, 0.4959, -3.3779)
H (1.5435, 0.4908, -3.2379)

Force components x, y, z for each atom (eV/Å):
-0.50 0.61 0.90
-1.01 -0.88 -0.99
-0.13 -0.17 0.44
0.41 0.17 0.31
0.85 0.21 -0.62
0.47 0.22 0.53
-0.15 1.19 0.09
0.10 -0.56 0.33
0.09 0.32 0.95
-0.18 -0.16 -1.13
0.71 0.09 -0.19
-0.91 -0.88 0.99
0.14 -0.03 -0.21
-0.50 -0.14 -0.14
0.34 -0.44 -0.07
-0.08 0.42 -0.60
0.44 0.45 -0.20
0.00 -0.14 -0.16
-1.77 -0.11 0.51
0.21 0.47 -0.11
0.89 0.57 0.42
-0.75 -0.75 -0.45
0.03 0.06 -0.64
0.03 -0.70 0.38
0.46 0.04 -0.45
0.45 -0.26 -0.05
0.40 0.00 0.26
-0.08 -0.09 -0.32
0.08 0.28 0.13
-0.03 0.20 0.09

Calculated values
largest force on an atom = 0.03596 Eh/bohr
total energy = -1610.51795 Ha
orbital gap = 8.613 eV
total charge = 0
E_HOMO = -9.291 eV


# 4
C27H23N5O4SSrTe as an isolated structure in a non-equilibrium geometry. Source: OMol25; level of theory: the ωB97M-V functional and the def2-TZVPD basis.

Positions of all 62 atoms, in Å:
Sr (-1.1823, -0.6657, 0.8079)
O (1.8542, -1.0011, 3.8048)
C (1.1737, -0.9917, 2.7903)
O (-0.1032, -0.9877, 2.6847)
C (1.8900, -0.9832, 1.4281)
C (3.2609, -1.0067, 1.2309)
C (3.7332, -0.9564, -0.0752)
C (2.8434, -0.9101, -1.1441)
C (1.4890, -0.9123, -0.8564)
N (1.0524, -0.9340, 0.3992)
C (0.3548, -0.9393, -1.8765)
O (0.5692, -1.3069, -3.0254)
O (-0.7775, -0.5858, -1.3856)
H (3.9253, -1.0565, 2.0818)
H (4.7992, -0.9507, -0.2654)
H (3.1791, -0.8754, -2.1709)
C (-3.2577, -2.5532, -3.7061)
N (-3.5797, -2.3780, -2.3017)
C (-3.6408, -1.2024, -1.6739)
N (-3.4908, -0.0895, -2.4002)
S (-4.0377, -1.1464, -0.0256)
H (-3.1583, -3.6133, -3.9214)
H (-2.3096, -2.0640, -3.9472)
H (-4.0414, -2.1407, -4.3465)
H (-3.7702, -3.1773, -1.7244)
H (-3.0115, -0.1359, -3.2862)
H (-3.3812, 0.7633, -1.8819)
Te (-0.1454, 2.1168, -0.4586)
C (-0.4782, 4.2164, -0.1446)
C (-1.3063, 4.6777, 0.8709)
C (-1.4478, 6.0397, 1.0924)
C (-0.7673, 6.9482, 0.2947)
C (0.0600, 6.4919, -0.7211)
C (0.2048, 5.1294, -0.9393)
C (1.2970, 2.2201, 1.0994)
C (2.6391, 2.3750, 0.7818)
C (3.5814, 2.4820, 1.7952)
C (3.1838, 2.4367, 3.1232)
C (1.8419, 2.2916, 3.4410)
C (0.8990, 2.1857, 2.4307)
H (-1.8406, 3.9678, 1.4910)
H (-2.0916, 6.3904, 1.8889)
H (-0.8768, 8.0111, 0.4671)
H (0.5958, 7.1966, -1.3442)
H (0.8547, 4.7726, -1.7292)
H (2.9523, 2.4039, -0.2546)
H (4.6289, 2.5973, 1.5455)
H (3.9207, 2.5140, 3.9118)
H (1.5275, 2.2443, 4.4746)
H (-0.1476, 2.0667, 2.6848)
N (-0.9907, -6.2504, -3.3191)
C (-0.8967, -5.7618, -2.2831)
C (-0.8229, -5.1734, -0.9818)
C (-0.5573, -5.9495, 0.1464)
C (-0.5348, -5.3262, 1.3797)
C (-0.8138, -3.9693, 1.4507)
N (-1.0752, -3.2280, 0.3732)
C (-1.0527, -3.8088, -0.8187)
H (-0.3765, -7.0106, 0.0437)
H (-0.3115, -5.8820, 2.2792)
H (-0.8251, -3.4411, 2.3980)
H (-1.2105, -3.1744, -1.6827)

Force components x, y, z for each atom (eV/Å):
-4.13 0.47 0.75
-0.09 -0.03 -0.18
0.62 -0.12 0.37
0.98 -0.27 1.57
-0.05 -0.03 0.13
0.02 -0.03 0.02
-0.07 0.02 -0.03
0.03 -0.04 0.01
0.14 -0.11 -0.05
1.88 -0.16 -0.47
0.02 0.00 -0.64
0.12 0.01 0.18
0.53 -0.37 -1.53
-0.04 0.04 0.04
0.00 -0.01 0.01
-0.03 -0.05 -0.01
0.04 0.16 -0.09
0.13 0.10 -0.13
-0.39 -0.15 0.05
0.06 -0.01 -0.24
-0.25 0.07 0.13
0.02 -0.02 0.04
0.05 -0.09 0.03
-0.02 -0.02 0.03
-0.03 -0.04 0.02
0.04 0.02 0.04
-0.01 0.05 0.05
0.30 1.56 0.21
-0.07 -0.25 -0.18
-0.07 -0.16 0.00
-0.02 0.02 0.02
0.04 0.02 0.00
-0.02 0.03 0.02
0.02 -0.10 -0.09
0.03 -0.12 -0.11
0.05 -0.04 -0.10
0.00 0.01 0.04
0.04 0.03 -0.01
0.00 0.01 0.02
-0.09 -0.02 -0.04
-0.02 0.05 0.02
0.00 0.00 0.00
-0.01 0.00 0.00
0.00 0.00 0.00
0.00 0.03 0.00
0.00 0.00 0.00
0.00 0.00 -0.01
0.00 -0.02 0.01
0.00 -0.03 0.00
0.02 0.00 0.03
0.00 0.06 0.04
0.00 -0.12 -0.24
-0.02 0.10 0.37
-0.03 0.12 -0.09
-0.02 -0.06 0.05
-0.03 -0.10 0.00
0.22 -0.24 0.05
0.05 -0.16 -0.18
0.03 0.00 0.02
-0.02 0.01 0.01
0.06 -0.06 0.02
-0.01 0.04 0.03

Calculated values
largest force on an atom = 0.08209 Eh/bohr
total energy = -2314.49853 Ha
orbital gap = 8.384 eV
total charge = 0
E_HOMO = -8.701 eV